Record 1
DFT (ωB97M-V with the def2-TZVPD basis set) results for an isolated molecule of C2H2Cl5OPS at a distorted geometry.

**SMILES**: O=P(Cl)(Cl)S[C@@H](Cl)C(Cl)Cl
**Highest occupied orbital energy**: -10.2 eV
**LUMO**: -0.672 eV
**Molecular weight**: 282.34 g/mol
**E_tot**: -3193.200056 hartree
**2S+1**: 1
**Energy relative to the best compared isomer or geometry (same formula, charge and spin)**: 15.0 kcal per mole

Structure (XYZ):
```
12
C2H2Cl5OPS (ωB97M-V with the def2-TZVPD basis set)
H -0.030 1.651 -0.998
Cl -1.127 -1.803 -1.225
Cl 1.336 -2.015 1.417
Cl 1.580 0.021 -0.953
Cl 0.214 -0.258 3.894
C -1.022 -0.144 -1.743
S -0.806 0.602 1.078
P 0.990 -0.039 2.027
O 2.180 0.754 1.909
H -0.715 -0.109 -2.707
C 0.058 0.612 -0.941
Cl -2.660 0.729 -1.759
```

These are the natural (NBO) partial charges, in e, on atoms 1 to 6: atom 1 (H): 0.2365, atom 2 (Cl): 0.0431, atom 3 (Cl): -0.2742, atom 4 (Cl): 0.1512, atom 5 (Cl): -0.2346, atom 6 (C): -0.2249



Record 2
DFT (ωB97M-V with the def2-TZVPD basis set) results for an isolated molecule of C7H11NO at a distorted geometry.

**SMILES**: C=C[C@]1(C)N=C[C@H](C)O1
**Highest occupied orbital energy**: -9.3 eV
**LUMO**: 1.004 eV
**Molecular weight**: 125.17 g/mol
**E_tot**: -403.205731 hartree
**2S+1**: 1
**Energy relative to the best compared isomer or geometry (same formula, charge and spin)**: 80.5 kcal per mole

Structure (XYZ):
```
20
C7H11NO (ωB97M-V with the def2-TZVPD basis set)
C -1.625 0.097 -0.896
H -1.617 0.148 2.342
C 0.024 1.378 -2.164
O 0.004 0.972 0.427
H 0.881 -2.499 0.563
C -0.251 -0.429 0.739
H 0.028 -0.441 2.940
C 2.487 -1.020 0.571
C -0.684 1.342 -0.796
H 0.161 2.405 -2.465
N -1.299 -0.832 -0.088
H 2.568 -0.006 0.755
H -0.727 1.078 -2.862
C 1.222 -1.474 0.500
H -1.069 -1.663 2.098
H -1.067 2.306 -0.577
H 3.189 -1.698 0.604
H -2.478 0.141 -1.570
H 0.991 0.803 -2.271
C -0.738 -0.609 2.150
```

These are the natural (NBO) partial charges, in e, on atoms 1 to 6: atom 1 (C): 0.1144, atom 2 (H): 0.2210, atom 3 (C): -0.6430, atom 4 (O): -0.5481, atom 5 (H): 0.1906, atom 6 (C): 0.3782



Record 3
DFT (ωB97M-V with the def2-TZVPD basis set) results for a structure of composition C29H33N3NaP2S2.

**Highest occupied orbital energy**: -3.8 eV
**LUMO**: 1.926 eV
**Molecular weight**: 572.68 g/mol
**E_tot**: -2930.676944 hartree
**Charge**: -1
**2S+1**: 1
**Energy relative to the best compared isomer or geometry (same formula, charge and spin)**: 0.0 kcal per mole

Structure (XYZ):
```
70
C29H33N3NaP2S2 (ωB97M-V with the def2-TZVPD basis set)
H -1.797 0.473 -3.798
H 0.405 1.535 -2.779
H 3.379 4.564 -2.228
C 2.662 0.676 1.864
H 1.977 0.405 2.659
C 2.552 0.074 0.612
Na -0.582 -1.414 -2.182
C 2.251 -2.688 2.285
H -0.636 -4.517 -1.958
C -1.876 3.194 1.487
P 1.175 -1.092 0.225
C -0.098 -2.225 2.444
H 3.189 -2.590 1.750
H 0.946 3.331 1.064
H -0.661 1.475 4.723
H -2.231 3.649 0.571
C 0.919 2.237 -2.133
H -2.635 4.736 2.763
H -1.119 -3.100 4.120
H 5.114 1.674 -0.932
H -1.049 -0.183 -5.117
S -2.385 1.597 -1.403
C -1.665 3.180 3.886
C 3.651 1.616 2.118
H 2.738 4.734 0.161
C 1.207 3.243 0.017
H 0.919 -4.173 5.024
C -0.170 -2.985 3.609
H 2.214 2.934 -3.690
H -2.805 -4.192 -2.974
C 0.532 2.340 -0.798
H -2.429 -2.242 -4.720
C -2.660 -4.020 -1.901
S 1.916 -2.399 -1.151
C 2.185 -3.436 3.448
H -1.848 3.647 4.847
C 1.933 3.027 -2.646
H -0.254 0.422 2.518
C 2.585 3.943 -1.828
N -1.250 -3.770 -1.666
H 3.372 -0.028 -1.357
C 4.542 1.974 1.116
H -4.027 -0.132 -3.214
C -3.483 -2.810 -1.467
H 3.079 -3.912 3.835
H -1.037 -3.557 -0.696
C 4.432 1.390 -0.138
C 3.446 0.447 -0.387
N -3.056 -1.578 -2.089
C -3.681 -1.165 -3.327
H -4.546 -3.025 -1.662
C -1.000 1.966 3.817
H -3.377 -2.695 -0.383
C -2.740 -1.208 -4.528
H 3.724 2.067 3.101
C 2.222 4.042 -0.495
C -0.766 1.373 2.581
H -3.302 -0.867 -5.410
C 1.109 -2.066 1.780
H -0.976 -1.740 2.028
P -0.788 1.195 -0.201
H 5.315 2.710 1.308
H -3.057 -4.906 -1.380
C -1.192 1.981 1.410
C 0.971 -3.585 4.114
H -2.994 -0.796 -1.438
C -2.106 3.791 2.716
H -4.564 -1.781 -3.548
N -1.546 -0.400 -4.264
C -0.272 -0.369 -0.114
```

These are the natural (NBO) partial charges, in e, on atoms 1 to 6: atom 1 (H): 0.3994, atom 2 (H): 0.2148, atom 3 (H): 0.1978, atom 4 (C): -0.1496, atom 5 (H): 0.2052, atom 6 (C): -0.3865



Record 4
DFT (ωB97M-V with the def2-TZVPD basis set) results for a cluster of 5 separate species, C44H55BrN7O11 in total at a distorted geometry.

**Highest occupied orbital energy**: -11.8 eV
**LUMO**: -3.511 eV
**Molecular weight**: 937.87 g/mol
**E_tot**: -5494.000023 hartree
**Charge**: +1
**2S+1**: 1
**Energy relative to the best compared isomer or geometry (same formula, charge and spin)**: 0.0 kcal per mole

Structure (XYZ):
```
118
C44H55BrN7O11 (ωB97M-V with the def2-TZVPD basis set)
H 1.491 -1.446 -4.511
O 0.965 4.710 -0.346
H 4.349 -2.724 -0.319
H -2.646 1.720 -0.229
H -6.054 7.703 4.013
C -0.952 -1.594 -0.515
H 3.876 -3.345 3.533
C 4.525 -2.290 -5.013
H -5.517 1.608 0.704
H 4.321 1.262 -3.098
H -2.051 4.817 -2.307
Br -4.344 3.153 -1.930
C 3.250 -2.846 -0.004
H -3.350 5.626 1.296
O 0.173 6.339 4.636
C 1.235 6.417 1.252
C -0.097 4.633 3.042
O -2.926 -1.504 3.689
N -3.985 -1.106 1.579
C -0.746 -1.157 -4.238
C -5.377 1.124 1.721
C -2.041 1.499 -1.178
H 2.969 -3.938 -0.168
H 1.327 1.636 -1.263
C -1.436 3.858 -2.322
H -2.539 -2.004 -3.123
N -1.188 -0.897 -1.759
H 4.236 -4.479 8.611
C 4.084 -3.634 -5.441
O -7.514 4.105 1.809
C -5.903 6.887 3.317
H 1.732 7.035 0.514
H 4.144 2.876 -2.996
C -3.617 -1.928 2.738
H 2.913 -1.437 -1.749
H -7.852 6.067 3.475
H 0.273 0.975 -5.347
H -0.890 3.831 -3.334
H -3.568 -2.572 0.127
C -4.565 6.789 2.696
O -3.686 7.587 2.960
C 5.327 -1.840 -7.285
C 0.355 5.967 3.495
C -1.428 -1.819 -2.923
H -0.225 3.251 1.441
N -1.807 -1.527 0.658
H -0.625 3.816 -1.528
H 1.363 7.800 2.853
O 4.369 -1.909 -3.866
C 3.707 -6.824 5.490
C -4.335 5.683 1.742
H -0.917 1.571 -1.025
H -0.594 4.016 3.780
C 5.159 -1.424 -6.029
H 2.134 0.725 -5.185
H 3.703 -1.507 1.745
H -1.510 -0.814 1.340
H 2.088 -0.925 -0.156
C 0.768 -0.714 -3.998
C -2.378 0.010 -1.702
H 3.935 -5.033 -7.027
C 0.101 4.224 1.789
H 0.333 -2.797 0.548
O -2.995 1.023 2.214
C 2.347 -1.812 -0.840
H 5.476 -0.442 -5.699
H -0.766 -1.996 -5.024
C 0.783 5.085 0.799
H 3.522 -7.429 4.611
C 2.949 -5.559 5.593
H -4.682 -3.563 3.801
H -4.098 -1.382 -1.723
C -3.970 0.342 1.852
H -1.372 -0.272 -4.615
C 4.572 -7.191 6.436
H 2.040 -2.250 1.875
H 2.621 -3.795 6.845
N 1.108 1.783 -3.565
C 2.379 1.840 -2.822
O 2.161 -5.222 4.729
C 3.116 -2.475 1.565
H 0.997 2.701 -4.019
N 0.160 -2.325 -0.361
C 1.038 6.828 2.505
H -2.453 2.176 -3.349
H 3.622 -4.255 -4.683
H -0.949 -2.827 -2.709
H -3.108 -4.109 2.955
C -3.261 -1.483 0.343
C -5.298 4.808 1.454
C -2.439 2.604 -2.293
C -3.652 -0.651 -0.954
H 5.137 -8.113 6.377
C -6.866 6.011 3.029
C 1.134 0.732 -4.636
H -5.146 3.992 0.759
H 1.083 -0.649 -2.910
H 5.789 -1.219 -8.042
O 5.042 -3.565 -8.857
C -4.059 -3.477 2.840
O 1.103 -2.475 -1.309
H -4.667 -3.811 1.927
C -6.636 4.905 2.075
O 5.596 -6.685 8.492
H -6.250 0.489 2.071
H 3.077 -4.616 2.386
C 4.809 -6.349 7.629
N 2.335 1.733 -1.506
N 3.712 2.035 -3.423
H -4.441 0.150 -0.805
C 3.730 -3.685 2.451
C 4.887 -3.185 -7.714
C 4.252 -4.051 -6.697
C 3.185 -4.718 6.786
C 4.050 -5.084 7.732
H -2.726 0.146 -2.789
H 4.773 -3.938 2.060
H -5.296 1.988 2.476
```

These are the Löwdin partial charges, in e, on atoms 1 to 6: atom 1 (H): 0.1096, atom 2 (O): 0.0601, atom 3 (H): 0.1284, atom 4 (H): 0.0891, atom 5 (H): 0.1259, atom 6 (C): -0.1384



Record 5
DFT (ωB97M-V with the def2-TZVPD basis set) results for an isolated molecule of C5H9NO3 at a distorted geometry.

**SMILES**: C[C@@H](CC(=O)O)C(N)=O
**Highest occupied orbital energy**: -9.9 eV
**LUMO**: 0.636 eV
**Molecular weight**: 131.13 g/mol
**E_tot**: -476.441646 hartree
**2S+1**: 1
**Energy relative to the best compared isomer or geometry (same formula, charge and spin)**: 1.6 kcal per mole

Structure (XYZ):
```
18
C5H9NO3 (ωB97M-V with the def2-TZVPD basis set)
C -1.841 -0.014 0.643
O -0.094 2.088 -1.039
H 0.541 2.835 -1.053
H -1.662 0.929 1.170
H 2.519 -0.792 1.609
O 0.389 0.064 2.333
H 0.506 -1.059 -1.643
C 0.659 0.995 -1.240
H 2.080 -1.181 0.000
H -2.495 0.197 -0.209
C -0.541 -0.704 0.212
O 1.861 1.073 -1.424
H -0.989 -0.195 -1.875
C 0.560 -0.488 1.251
H -0.744 -1.783 0.187
C -0.130 -0.281 -1.201
H -2.399 -0.666 1.325
N 1.781 -1.018 0.952
```

These are the natural (NBO) partial charges, in e, on atoms 1 to 6: atom 1 (C): -0.6047, atom 2 (O): -0.6727, atom 3 (H): 0.5003, atom 4 (H): 0.2385, atom 5 (H): 0.4041, atom 6 (O): -0.6056



Record 6
DFT (ωB97M-V with the def2-TZVPD basis set) results for a cluster of 3 separate species, C4H13NO2 in total at a distorted geometry.

**SMILES**: C=C(N)CC.O.O
**Highest occupied orbital energy**: -8.7 eV
**LUMO**: 0.595 eV
**Molecular weight**: 107.15 g/mol
**E_tot**: -365.405963 hartree
**2S+1**: 1
**Energy relative to the best compared isomer or geometry (same formula, charge and spin)**: 22.9 kcal per mole

Structure (XYZ):
```
20
C4H13NO2 (ωB97M-V with the def2-TZVPD basis set)
H -0.379 -2.075 -2.461
H 3.003 0.289 1.428
H -2.902 -0.037 -0.254
H -1.391 -0.548 -2.183
H -1.664 1.211 -0.685
H 0.710 2.242 -1.121
H -2.368 1.159 0.955
C -0.960 -0.404 0.542
N 0.689 -2.133 0.001
H 0.406 -3.042 -0.366
O 2.227 0.507 1.957
H -1.150 -0.891 1.500
H 1.694 1.102 1.422
H 1.102 3.719 -1.022
C -2.062 0.566 0.095
O 0.576 3.037 -0.595
C -0.729 -1.305 -1.789
H -0.157 0.277 0.859
C -0.382 -1.302 -0.508
H 0.585 -2.233 1.007
```

These are the natural (NBO) partial charges, in e, on atoms 1 to 6: atom 1 (H): 0.2007, atom 2 (H): 0.4721, atom 3 (H): 0.2055, atom 4 (H): 0.2061, atom 5 (H): 0.2085, atom 6 (H): 0.4723



Record 7
DFT (ωB97M-V with the def2-TZVPD basis set) results for a structure of composition C33H57CeN4OP2S at a distorted geometry.

**Highest occupied orbital energy (spin up / spin down)**: -16.1 / -16.1 eV
**LUMO (spin up / spin down)**: -9.040 / -9.034 eV
**Molecular weight**: 759.98 g/mol
**E_tot**: -3140.940993 hartree
**Charge**: +3
**2S+1**: 1
**Energy relative to the best compared isomer or geometry (same formula, charge and spin)**: 0.0 kcal per mole

Structure (XYZ):
```
99
C33H57CeN4OP2S (ωB97M-V with the def2-TZVPD basis set)
H -1.477 2.082 3.906
C 0.686 1.398 -1.418
H -1.906 2.345 -3.458
P 0.159 -0.355 3.288
H -0.544 -0.442 -5.645
H 1.941 0.171 -6.001
H 1.710 -3.821 3.212
H 2.730 -2.083 -1.913
C -0.777 -3.471 -0.650
C -2.207 -1.274 4.453
H -6.922 -3.240 0.501
H 0.530 1.938 4.071
H 0.067 0.963 5.897
H -3.185 1.185 -3.836
H -0.312 3.016 -5.453
H 1.475 -1.319 5.923
C 2.330 3.893 0.965
H -4.690 -4.792 -0.038
C 2.826 -1.331 3.525
H -2.908 1.341 4.644
C 1.763 3.439 -0.235
H -5.996 -0.156 2.039
C 3.346 -1.253 -2.283
H 0.010 -3.348 3.042
O -0.625 -4.335 -1.401
H -7.307 -0.898 1.079
H 1.335 3.975 -4.130
H 2.455 3.040 -3.136
H 1.016 2.791 -6.613
H -2.716 -3.196 0.166
H -3.003 -1.102 5.191
C -4.778 -3.750 0.205
H 2.033 1.060 3.892
C 1.372 -1.767 3.775
H -1.195 -1.249 -2.032
H -2.119 0.268 -1.614
H -2.506 0.974 2.954
H 1.223 -2.834 1.825
C -1.279 -0.046 4.465
H -2.682 -1.408 3.471
H -0.089 1.442 -6.286
C 3.790 1.221 -2.007
C 1.228 -2.152 5.253
H 2.998 -0.960 2.504
N -5.427 -1.699 0.717
N 0.824 1.526 0.930
H -0.414 1.310 -1.274
H -1.697 -2.208 4.722
H 3.156 -0.564 4.239
H 3.225 1.390 -5.847
C -2.076 1.166 3.947
H -6.155 0.239 0.311
H -2.091 -1.112 -5.094
C 2.433 0.859 -5.296
H 2.561 3.427 3.075
H 3.137 0.712 0.552
C -1.218 0.259 -3.647
Ce -0.390 -0.806 0.449
N -3.685 -2.914 0.303
H 2.793 -1.040 0.372
S -3.146 -0.222 0.747
C 3.340 -0.181 -0.049
C -1.852 -0.444 -2.415
H -1.594 0.707 6.449
C 1.045 -3.001 2.905
H 2.897 3.447 -4.807
C 1.343 1.993 2.089
H 3.189 -1.169 -3.364
C 1.409 1.873 -4.719
C 1.137 2.197 -0.224
H -2.803 -0.923 -2.701
C 2.062 3.150 -4.153
N 0.783 -0.930 -1.213
H 1.947 -2.960 5.467
P 0.538 0.958 -3.303
C -5.873 -2.990 0.469
H 4.412 -0.411 0.042
C 1.073 1.259 3.397
C 1.438 0.216 -1.637
H -0.566 -1.692 -4.391
H 3.518 2.135 -1.468
C 0.429 2.294 -5.825
C -1.089 -0.799 -4.761
H 1.790 4.030 -1.151
H 2.883 4.826 1.003
C 2.975 0.029 -1.525
H 3.479 -2.207 3.669
H 2.909 0.250 -4.514
H 4.401 -1.509 -2.110
C -0.769 0.253 5.884
H 4.853 1.035 -1.796
C -6.268 -0.558 1.056
C 2.131 3.136 2.111
H 0.230 -2.540 5.497
H -2.062 1.701 -5.106
H 3.717 1.398 -3.083
C -4.075 -1.643 0.595
C -2.134 1.442 -4.042
H -0.470 -0.654 6.420
```

These are the Löwdin partial charges, in e, on atoms 1 to 6: atom 1 (H): 0.0833, atom 2 (C): -0.2459, atom 3 (H): 0.0918, atom 4 (P): 1.0681, atom 5 (H): 0.0719, atom 6 (H): 0.0964



Record 8
DFT (ωB97M-V with the def2-TZVPD basis set) results for a structure of composition C4H6As2F13Mn2O3 at a distorted geometry.

**Highest occupied orbital energy (spin up / spin down)**: -14.3 / -14.3 eV
**LUMO (spin up / spin down)**: -7.538 / -7.593 eV
**Molecular weight**: 608.78 g/mol
**<S²>**: 30.00
**E_tot**: -8453.419346 hartree
**Charge**: +1
**2S+1**: 11

Structure (XYZ):
```
30
C4H6As2F13Mn2O3 (ωB97M-V with the def2-TZVPD basis set)
H -4.070 -22.990 -13.900
O -2.089 -22.944 -13.184
F 2.142 -25.728 -7.622
F -2.836 -24.074 -7.733
H -3.473 -23.856 -16.837
O -1.264 -22.309 -15.041
H -2.014 -23.157 -17.515
Mn 1.787 -22.206 -12.086
F 0.649 -21.538 -10.428
C -2.457 -23.542 -16.596
O 0.026 -21.978 -13.305
C -2.565 -22.606 -15.397
As -3.053 -23.134 -9.268
C -1.036 -22.321 -13.807
H -1.902 -24.358 -16.135
F 0.828 -24.116 -6.366
H -3.136 -21.680 -15.462
F 0.242 -24.658 -8.789
As 1.692 -24.031 -7.889
F -3.225 -22.317 -10.836
F -1.422 -22.371 -9.007
F 1.220 -22.331 -7.993
F 2.508 -23.864 -9.519
H -2.964 -24.390 -14.152
F -2.324 -24.679 -10.054
C -3.053 -23.303 -14.139
Mn -0.057 -20.753 -8.765
F -3.752 -21.783 -8.496
F 3.203 -23.490 -6.990
F -4.630 -23.940 -9.408
```

These are the natural (NBO) partial charges, in e, on atoms 1 to 6: atom 1 (H): 0.2336, atom 2 (O): -0.4250, atom 3 (F): -0.5836, atom 4 (F): -0.5902, atom 5 (H): 0.2394, atom 6 (O): -0.4316



Question: Which of these has the lowest E_tot?
Answer: C4H6As2F13Mn2O3